# 1
DFT (ωB97M-V with the def2-TZVPD basis set) results for C32H36BBr57F2O4 as an isolated structure at a distorted geometry.

Properties
net charge	0
lowest unoccupied orbital energy	-1.78	eV
max |F|	0.080	Eh/bohr
HOMO energy	-9.85	eV

Each line ends with the Löwdin charge.
Geometry (Å):
C: -3.14 -6.18 0.65  -1.55
Br: -1.69 -2.89 5.55  0.52
C: 5.65 -5.37 -8.46  -1.62
H: 2.39 0.68 1.81  0.04
H: -0.45 -3.00 -2.94  -0.03
Br: 1.95 -11.07 -0.62  0.57
H: 6.58 5.11 -3.79  -0.05
F: 6.45 3.45 -1.82  0.14
H: 0.42 0.64 0.85  0.10
H: -1.18 4.58 3.99  0.10
Br: 7.90 -1.72 -6.47  0.57
Br: 3.09 -4.88 2.14  0.57
H: -3.80 2.42 -8.86  -0.03
Br: -0.62 3.51 -1.45  0.68
Br: 2.65 4.09 -2.33  0.76
H: -6.16 3.53 -1.56  -0.10
C: -6.93 4.16 -1.98  -1.65
Br: -2.53 0.32 5.84  0.54
H: -1.29 2.30 1.44  0.05
Br: -8.19 3.00 -2.87  0.58
Br: -0.91 -0.63 -2.43  0.57
Br: -14.06 6.99 6.11  0.58
H: 8.42 -0.60 -0.52  0.09
Br: -6.07 5.35 -3.23  0.56
C: 2.14 1.70 1.55  -0.11
H: 0.67 -7.21 6.26  -0.03
O: 3.60 0.08 -0.47  -0.01
H: 3.66 -11.62 -2.33  -0.03
Br: 3.43 -1.75 1.61  0.71
Br: 5.70 -3.60 -9.22  0.56
H: -2.36 -4.26 3.63  -0.15
Br: 3.65 -9.25 -9.38  0.56
Br: 6.45 -3.74 -4.46  0.56
Br: -7.75 5.12 -0.53  0.57
Br: -4.96 2.18 4.93  0.55
Br: -4.01 -2.43 3.41  0.61
Br: -4.55 -12.21 -4.05  0.57
C: 0.08 -2.29 -2.33  -1.60
O: 7.26 0.53 -1.78  0.03
Br: 2.74 -5.87 6.12  0.56
Br: 0.89 -7.93 -8.44  0.56
H: 2.22 2.29 2.46  0.12
C: 0.70 1.69 0.97  -0.19
H: 5.61 -6.07 -9.28  -0.04
Br: 1.85 -2.13 -3.06  0.59
C: 2.23 5.30 -3.77  -1.57
C: 5.08 1.70 -1.15  0.07
C: -3.80 1.66 6.39  -1.60
F: 3.11 4.37 1.39  0.13
B: 5.93 0.71 -2.07  -0.62
C: 5.43 2.98 -1.12  -0.21
C: -0.01 3.70 2.43  -0.20
C: -2.49 3.34 -1.91  -1.55
Br: -2.78 7.03 7.91  0.56
H: -0.63 4.39 1.85  0.10
Br: -1.99 -12.42 -2.16  0.56
C: 3.62 3.45 0.59  -0.22
C: -3.64 2.71 -7.83  -1.64
H: -15.23 8.05 8.01  -0.03
C: 7.14 5.35 -4.69  -1.64
H: 1.71 4.83 4.03  0.06
Br: 3.03 -9.35 -3.09  0.56
C: 1.22 -6.83 5.41  -1.59
H: -10.88 8.57 8.97  -0.17
C: 3.42 -3.15 2.93  -1.58
Br: -1.67 -12.60 -5.34  0.55
Br: 1.61 -12.17 -3.60  0.52
Br: -4.37 -5.69 -0.75  0.58
O: 4.98 5.14 -0.34  0.13
C: -0.31 3.93 3.93  -0.23
Br: -13.97 6.31 9.22  0.58
C: -9.87 8.18 8.87  -1.68
C: 3.92 1.25 -0.34  -0.27
Br: -9.66 6.80 10.20  0.55
Br: 0.11 -3.00 -0.54  0.54
C: 7.52 -2.15 -4.63  -1.61
Br: 1.76 -8.34 4.35  0.58
Br: -2.28 -4.60 1.42  0.52
Br: -0.94 -2.58 2.44  0.45
H: 7.20 -1.50 -1.44  0.06
Br: -2.78 2.16 -3.41  0.54
Br: -3.56 2.85 -0.39  0.63
H: 1.02 3.99 2.26  0.07
H: 4.40 -3.19 3.39  -0.03
H: -2.93 -14.04 -3.78  -0.03
H: 1.19 5.59 -3.66  -0.03
H: -0.44 1.61 2.82  0.10
H: 6.73 -0.53 -0.01  0.09
H: 0.59 2.15 -0.02  -0.02
Br: 7.24 -5.77 -7.45  0.55
Br: -9.71 7.48 7.08  0.55
Br: -13.04 9.17 8.19  0.65
H: 0.53 5.67 5.00  0.06
C: -4.64 6.93 7.41  -1.63
Br: -8.65 9.65 9.16  0.56
Br: -1.84 -7.46 0.05  0.57
C: 2.70 -11.12 -2.40  -1.62
C: 7.40 -0.58 -0.87  -0.06
Br: -5.30 3.44 -7.18  0.56
C: 2.00 -9.51 -8.43  -1.63
C: 4.69 3.97 -0.30  -0.36
Br: 8.68 6.36 -4.14  0.58
C: 3.21 2.18 0.62  -0.05
Br: 9.14 -2.26 -3.58  0.61
C: -14.22 7.68 7.90  -1.61
H: -3.72 -6.65 1.43  -0.03
Br: 2.30 -10.14 -6.63  0.54
C: -0.33 2.26 1.95  -0.20
Br: 2.40 4.44 -5.48  0.59
Br: -2.93 3.18 7.20  0.55
C: -2.27 -3.20 3.73  -1.66
H: -4.97 7.93 7.21  -0.03
Br: 0.03 -5.67 4.44  0.55
H: -2.81 4.33 -2.22  -0.04
Br: 4.06 -5.65 -7.41  0.54
H: 4.50 0.26 -3.30  0.12
Br: -5.73 6.25 8.84  0.56
H: 1.17 4.14 5.54  0.06
Br: -4.88 5.91 5.79  0.53
C: 0.83 4.69 4.66  -0.09
H: 1.45 -10.28 -8.95  -0.03
O: 5.43 0.06 -3.15  0.21
Br: 7.63 3.67 -5.50  0.58
Br: 2.15 -2.75 4.32  0.52
H: -0.45 3.00 4.46  0.08
C: -2.80 -12.97 -3.82  -1.64
Br: -3.13 1.12 -6.87  0.55
Br: -2.24 4.03 -7.82  0.57
H: 6.94 -1.33 -4.22  -0.06
H: -4.43 1.21 7.15  -0.03
Br: 5.97 6.38 -5.82  0.53
Br: 3.30 6.89 -3.65  0.59

# 2
DFT (ωB97M-V with the def2-TZVPD basis set) results for an isolated ion of composition C30H54N3O2 and charge +1 at a distorted geometry.

Properties
structure (SMILES)	CCCCCCCCCCCCCC[C@@H]1CO[C@H](CCC(=O)Nc2ccccc2)[C@@H](NCCC)[NH2+]1
net charge	+1
lowest unoccupied orbital energy	-2.62	eV
max |F|	0.170	Eh/bohr
energy relative to the best compared isomer or geometry (same formula, charge and spin)	1581.2	kJ/mol
HOMO energy	-10.31	eV

Each line ends with the Löwdin charge.
Geometry (Å):
H: -8.46 2.14 -1.08  0.11
C: -6.20 0.16 1.03  -0.22
H: 4.54 3.95 -2.97  0.14
C: -7.55 0.25 0.05  -0.22
H: -1.23 -1.24 2.96  0.10
C: -6.36 1.50 -1.99  -0.27
C: 3.67 -2.56 1.62  -0.15
H: 4.40 3.62 -0.27  0.11
H: -1.27 -0.75 1.14  0.10
H: 2.25 2.00 -5.09  0.14
C: -7.10 1.03 -3.38  -0.16
C: 2.36 -2.88 2.54  -0.21
H: -5.59 0.65 -1.68  0.10
H: 2.54 -1.31 0.08  0.15
H: 2.74 -3.56 3.45  0.14
H: -0.48 -4.78 2.69  0.12
H: -5.76 2.51 -2.18  0.11
H: -3.47 0.06 1.79  0.10
H: 1.88 -1.91 2.99  0.10
C: 3.56 1.96 -3.50  -0.24
H: 3.50 -0.23 2.70  0.18
C: 3.80 3.46 2.63  -0.23
C: -0.20 -3.64 2.46  -0.21
C: 2.71 4.67 2.97  -0.21
H: 1.45 -2.98 -6.67  0.09
H: -6.48 0.23 -4.00  0.08
C: 3.47 -1.12 0.79  -0.23
H: 0.71 4.69 4.15  0.09
H: 0.73 3.35 2.72  0.08
H: -0.11 -3.13 3.52  0.11
H: -6.52 0.70 2.05  0.12
H: 4.69 -2.52 2.20  0.13
C: -1.78 -1.46 1.92  -0.22
H: -1.13 -3.07 0.44  0.11
H: -4.43 -3.05 1.70  0.11
C: -1.48 -3.04 1.57  -0.20
C: -6.00 -1.42 1.40  -0.21
H: -7.24 1.96 -4.08  0.07
H: 1.58 -4.80 1.47  0.13
O: 4.65 0.23 -1.01  -0.16
C: 1.21 -3.67 1.62  -0.20
H: 5.82 -0.87 0.50  0.15
H: 4.08 2.93 3.64  0.13
H: 1.73 -0.15 -6.69  0.09
C: 1.81 -0.74 -5.67  0.00
H: 1.14 -3.18 0.56  0.09
H: 4.73 3.86 2.03  0.12
C: 4.82 -0.92 -0.12  -0.12
H: 2.77 1.39 -0.66  0.16
H: -6.89 2.45 0.01  0.10
H: 3.16 5.48 3.69  0.12
H: 1.98 -3.07 -1.81  0.07
N: 2.20 1.58 -4.11  0.01
H: 2.79 3.79 -2.19  0.13
H: 3.76 -3.46 0.84  0.14
H: 2.22 0.29 1.71  0.19
H: -8.17 0.58 -3.14  0.08
H: -6.63 -2.04 0.60  0.11
H: -5.26 0.65 0.53  0.10
C: -3.36 -1.08 2.14  -0.23
C: 4.57 2.73 -1.04  -0.10
C: 2.08 -0.89 -2.88  -0.02
H: 5.74 2.66 -1.19  0.15
N: 3.08 2.49 1.73  -0.07
C: 3.80 3.19 -2.43  -0.10
H: -4.08 -1.92 0.12  0.12
C: 1.63 -2.40 -5.65  -0.05
H: 2.23 -0.35 -1.85  0.04
H: -3.61 -1.06 3.31  0.13
C: -4.42 -1.95 1.24  -0.21
C: 1.92 -2.52 -2.87  -0.07
C: -7.43 1.71 -0.73  -0.22
H: 2.60 2.95 0.92  0.11
C: 3.93 1.34 -0.38  -0.23
C: 3.98 1.34 1.27  -0.19
N: 3.25 0.06 1.72  0.10
H: -2.37 -3.77 1.78  0.10
O: 4.60 1.19 -3.91  -0.02
H: 1.75 3.03 4.28  0.08
H: 5.07 1.41 1.71  0.20
H: -7.53 -0.59 -0.79  0.11
H: -8.55 0.14 0.69  0.12
H: 1.54 -4.48 -4.23  0.09
C: 1.67 -3.31 -4.29  -0.07
C: 2.05 0.07 -4.23  -0.15
H: -6.45 -1.68 2.45  0.11
H: 4.90 -1.88 -0.82  0.17
C: 1.36 3.91 3.56  -0.15
H: 2.39 5.10 1.91  0.11

# 3
DFT (ωB97M-V with the def2-TZVPD basis set) results for the molecule C2H3NS2 at a distorted geometry.

Properties
net charge	0
lowest unoccupied orbital energy (spin up / spin down)	-1.64 / -0.78	eV
max |F|	0.082	Eh/bohr
energy relative to the best compared isomer or geometry (same formula, charge and spin)	246.6	kJ/mol
HOMO energy (spin up / spin down)	-8.96 / -8.76	eV

Each line ends with the Löwdin charge.
Geometry (Å):
H: -0.81 0.57 1.01  0.08
H: 1.69 0.98 0.70  0.12
C: -0.29 -0.29 0.62  -0.49
N: 0.83 1.12 -1.11  0.14
S: -0.72 -1.56 -0.61  0.36
S: -1.76 -0.63 -1.96  0.14
C: 0.89 0.69 -0.01  -0.36
H: 0.17 -0.88 1.36  0.02

# 4
DFT (ωB97M-V with the def2-TZVPD basis set) results for the molecule C13H11N5O6 at a distorted geometry.

Properties
structure (SMILES)	O=[N+]([O-])C1=CC(=[N+]([O-])[O-])[C@@H]([NH2+]Cc2ccccc2)c2c1no[n+]2[O-]
net charge	0
lowest unoccupied orbital energy	-1.13	eV
max |F|	0.060	Eh/bohr
energy relative to the best compared isomer or geometry (same formula, charge and spin)	721.0	kJ/mol
HOMO energy	-8.42	eV

Each line ends with the Löwdin charge.
Geometry (Å):
O: 4.79 -0.75 -3.15  0.02
H: -0.65 -0.07 -1.00  0.14
N: 2.13 -3.43 -0.99  0.16
C: -0.79 0.73 -0.26  -0.05
C: -4.79 0.98 1.25  -0.07
C: 3.01 -1.17 -1.74  -0.08
C: -2.19 0.84 0.27  -0.23
C: -2.75 2.09 0.52  -0.03
C: 1.18 -1.51 -0.14  -0.08
H: -2.16 2.99 0.33  0.12
H: -2.37 -1.30 0.43  0.11
N: 0.11 0.39 0.91  0.08
C: 2.21 0.68 -0.32  -0.12
C: -4.06 2.16 1.01  -0.07
C: -4.18 -0.26 1.04  -0.06
O: -0.19 -2.65 1.44  0.04
O: 1.65 2.37 1.21  -0.03
N: 0.64 -2.58 0.54  -0.18
H: -4.52 3.13 1.20  0.11
C: 1.36 -0.21 0.54  -0.19
H: 3.69 0.88 -1.86  0.14
H: 0.38 1.28 1.40  0.14
O: 1.22 -3.73 0.00  0.04
H: 1.94 -0.40 1.48  0.20
H: -5.82 1.03 1.59  0.11
O: 3.90 -2.74 -3.27  0.06
C: 2.11 -2.06 -1.05  -0.15
H: -0.44 1.69 -0.67  0.14
O: 3.28 2.75 -0.21  0.06
H: -0.40 -0.20 1.58  0.17
C: 3.02 0.20 -1.35  0.10
H: -4.73 -1.19 1.23  0.11
N: 3.95 -1.61 -2.78  -0.33
N: 2.39 2.00 0.24  -0.32
C: -2.88 -0.34 0.57  -0.04